14
Properties=species:S:1:pos:R:3:mulliken_charge:R:1 method="wB97M-V/def2-TZVPD" homo_ev=-10.21 e_tot_ev=-9845.07048 gap_ev=10.89 fmax_ev_per_a=0.54 smiles="O=C[C@]1(CO)CN1"
O 1.59699 1.18926 -1.49180 -0.503
C 0.85047 0.24513 -1.36004 -0.209
C -0.03098 0.07951 -0.16349 1.108
C -0.58609 -1.29856 0.13555 -0.681
O 0.30444 -2.02584 0.94468 -0.506
C -0.71992 1.32710 0.28399 -0.679
N 0.40042 0.80228 1.03351 -0.659
H 0.77844 -0.54983 -2.12956 0.321
H -0.71038 -1.86857 -0.79281 0.356
H -1.57883 -1.20616 0.60187 0.257
H 0.54325 -1.42377 1.66744 0.349
H -1.68955 1.24202 0.76882 0.268
H -0.56208 2.22164 -0.31528 0.297
H 1.24104 1.32976 0.79788 0.282



14
Properties=species:S:1:pos:R:3:mulliken_charge:R:1 method="wB97M-V/def2-TZVPD" homo_ev=-9.39 e_tot_ev=-9843.79390 gap_ev=10.20 fmax_ev_per_a=7.11 smiles="C[C@H]1C=NO[C@@H]1O"
C -1.09488 -0.37636 1.23307 -1.248
C 0.05680 0.28576 0.41307 0.603
C 1.45377 -0.02065 0.53316 -0.353
N 2.18074 -0.19202 -0.46733 -0.347
O 1.37899 -0.25320 -1.54433 -0.250
C -0.01634 -0.04212 -1.04773 -0.043
O -0.54435 0.98939 -1.77015 -0.516
H -0.75278 -1.42158 1.53572 0.297
H -1.89542 -0.34336 0.51823 0.351
H -1.38892 0.18347 2.15867 0.343
H -0.05146 1.41240 0.65713 0.242
H 1.99252 0.01557 1.59409 0.291
H -0.60263 -1.03594 -1.10726 0.302
H -0.71603 0.79864 -2.70634 0.328



14
Properties=species:S:1:pos:R:3:mulliken_charge:R:1 method="wB97M-V/def2-TZVPD" homo_ev=-9.71 e_tot_ev=-9843.97972 gap_ev=10.57 fmax_ev_per_a=0.63 smiles="O/N=C1/CC[C@H]1O"
O 1.93352 1.55362 0.11872 -0.377
N 1.83738 0.19962 -0.28592 -0.659
C 0.61464 -0.10029 -0.40886 0.385
C -0.07877 -1.41264 -0.67493 -0.338
C -1.24576 -0.84398 0.18158 -0.684
C -0.67042 0.57945 0.01431 0.211
O -0.65974 1.36631 1.16807 -0.556
H 2.71349 1.53710 0.68855 0.335
H 0.42031 -2.31849 -0.32257 0.293
H -0.34740 -1.53344 -1.72992 0.236
H -1.15568 -1.14254 1.22939 0.261
H -2.26530 -1.00621 -0.17046 0.295
H -1.13350 1.09601 -0.84078 0.227
H 0.03723 2.02549 1.03282 0.370



14
Properties=species:S:1:pos:R:3:mulliken_charge:R:1 method="wB97M-V/def2-TZVPD" homo_ev=-9.53 e_tot_ev=-9840.85696 gap_ev=10.18 fmax_ev_per_a=4.09
O -0.68417 1.11727 -2.25781 -0.363
N -1.09796 1.20201 -0.94336 -0.565
C -0.34803 0.50614 -0.19956 0.104
C -0.39888 0.34614 1.31239 -0.288
C 0.98173 -0.23830 1.05335 -0.543
C 0.69985 -0.68229 -0.35543 -0.004
O 0.21639 -1.97329 -0.56642 -0.556
H -1.39162 1.57094 -2.72957 0.375
H -1.20419 -0.33249 1.60688 0.261
H -0.41464 1.23614 1.95139 0.265
H 1.44423 -0.95101 1.79134 0.312
H 1.11633 0.92602 0.29165 0.251
H 1.50485 -0.54508 -1.07884 0.413
H -0.42389 -2.18219 0.12400 0.338



14
Properties=species:S:1:pos:R:3:mulliken_charge:R:1 method="wB97M-V/def2-TZVPD" homo_ev=-7.40 e_tot_ev=-9841.62698 gap_ev=7.87 fmax_ev_per_a=0.64
O -1.08276 0.33775 0.88833 -0.267
C -1.31052 -0.03246 -0.66386 -0.700
C 0.01904 1.32599 0.84885 -0.313
O 1.27963 0.78427 0.94359 -0.379
C 1.75526 -0.01366 -0.10056 0.099
N 1.15072 -0.76471 -0.89739 -0.449
C -0.27767 -1.08721 -0.94426 -0.332
H -0.95504 -0.44366 1.46983 0.391
H -2.29955 -0.51244 -0.63259 0.234
H -0.18356 1.73755 -0.14716 0.528
H -0.11264 2.02877 1.67461 0.219
H 2.84607 0.04603 -0.09130 0.370
H -0.49558 -1.37014 -1.98232 0.290
H -0.33339 -2.03608 -0.36576 0.309



14
Properties=species:S:1:pos:R:3:mulliken_charge:R:1 method="wB97M-V/def2-TZVPD" homo_ev=-10.32 e_tot_ev=-9843.44174 gap_ev=10.98 fmax_ev_per_a=1.05
C 1.33993 0.54105 0.78948 -1.267
C 0.40713 -0.57206 0.33095 0.472
C -1.08806 -0.21472 0.55224 -0.612
N -1.57356 0.20850 -0.77989 -0.497
C -0.63438 0.47371 -1.67530 0.572
O -0.41513 0.87074 -2.75538 -0.419
O 0.43543 -0.81686 -1.06974 -0.596
H 1.11029 1.49362 0.29625 0.304
H 2.39162 0.30276 0.60739 0.341
H 1.20935 0.68773 1.86902 0.347
H 0.65374 -1.50145 0.85594 0.325
H -1.25312 0.51715 1.34698 0.289
H -1.67067 -1.11259 0.78035 0.318
H -0.91256 -0.87759 -1.14830 0.423



14
Properties=species:S:1:pos:R:3:mulliken_charge:R:1 method="wB97M-V/def2-TZVPD" homo_ev="-8.24 / -8.24" e_tot_ev=-9842.69643 gap_ev="8.65 / 8.65" fmax_ev_per_a=0.29
O -0.39069 1.04984 1.92267 -0.562
C 0.32536 0.43398 0.87221 0.363
C -0.14109 -1.00241 0.70660 -0.878
O 0.47839 -1.66567 -0.36017 -0.256
C 0.27936 -1.04871 -1.48759 -0.002
N -0.48558 0.04962 -1.41488 -0.571
C 0.10342 1.08809 -0.50510 -0.564
H -1.32298 0.82563 1.78765 0.361
H 1.38063 0.50168 1.17043 0.328
H -0.05485 -1.62617 1.59265 0.285
H -1.12850 -0.39663 -0.52510 0.487
H 0.55531 -1.59252 -2.38503 0.399
H 1.01920 1.47734 -0.95640 0.320
H -0.61800 1.90592 -0.41792 0.290



14
Properties=species:S:1:pos:R:3:mulliken_charge:R:1 method="wB97M-V/def2-TZVPD" homo_ev=-8.44 e_tot_ev=-9845.16863 gap_ev=9.31 fmax_ev_per_a=2.38 smiles="O=C1CNC[C@@H]1O"
O 0.15975 -2.23129 0.73807 -0.565
C -0.02981 -1.09877 0.35486 0.178
C -1.18431 -0.63908 -0.51117 -0.445
N -1.10400 0.75843 -0.43454 -0.242
C 0.13482 1.27609 0.10048 -0.715
C 0.92563 0.07036 0.61861 0.462
O 2.07325 -0.09865 -0.20092 -0.521
H -1.05682 -1.08962 -1.51381 0.227
H -2.11630 -0.99055 -0.07812 0.302
H -1.79688 1.41004 -0.72670 0.151
H -0.07378 1.97094 0.94603 0.245
H 0.52273 1.58714 -0.86121 0.340
H 1.19772 0.09530 1.69029 0.254
H 2.34799 -1.02034 -0.12188 0.330